(1)
Computed, not measured: the molecule C5H7NO, with wB97M-V/def2-TZVPD.

XYZ file:
```
14
Properties=species:S:1:pos:R:3
C -2.02831 -0.34964 -0.35436
C -0.60568 0.01659 -0.00854
C 0.48546 -0.77205 -0.59720
C 1.77101 -0.57846 -0.34576
N 2.97739 -0.36452 -0.29364
C -0.31662 1.02198 0.83094
O 0.97313 1.41000 1.10023
H -2.74442 0.06669 0.36026
H -2.32293 0.02587 -1.34168
H -2.18019 -1.43391 -0.37794
H 0.24354 -1.63478 -1.21142
H 3.48124 -0.67819 0.53410
H -1.04002 1.53372 1.45108
H 1.35912 1.70433 0.26609
```

Molar mass   97.12 g/mol
SMILES   C/C(C=C=N)=C/O
Kohn-Sham gap   8.829 eV
Strongest force on any atom   0.597 eV Å⁻¹
Total energy   -8834.0314 eV
ΔE to the lowest compared entry with this formula, charge and spin   2.171 eV
Spin multiplicity   1

***

(2)
Computed, not measured: the molecule C5H7NO, with wB97M-V/def2-TZVPD.

XYZ file:
```
14
Properties=species:S:1:pos:R:3
H 2.62250 -1.77956 -0.49847
N 1.72704 -1.77728 -0.01282
C 0.94763 -0.82438 -0.25074
O 1.14454 0.27111 -1.32641
C 0.32840 1.39986 -0.92840
C -0.87269 0.74267 -0.29266
C -1.20647 -0.46649 -1.08278
C -0.42934 -0.58754 0.22754
H -0.00283 2.06383 -1.75113
H 0.91808 1.98965 -0.22828
H -1.60328 1.30968 0.26801
H -0.40375 -0.44998 -1.88120
H -2.21957 -0.86124 -1.08029
H -0.83279 -0.95571 1.17260
```

Molar mass   97.12 g/mol
SMILES   [H]/N=C1\OC[C@H]2C[C@@H]12
Kohn-Sham gap   10.914 eV
Strongest force on any atom   2.636 eV Å⁻¹
Total energy   -8833.8331 eV
ΔE to the lowest compared entry with this formula, charge and spin   2.370 eV
Spin multiplicity   1

***

(3)
Computed, not measured: a structure of composition C5H7NO, with wB97M-V/def2-TZVPD.

XYZ file:
```
14
Properties=species:S:1:pos:R:3
C -0.68560 0.27964 -0.77488
C 0.69856 -0.49437 -0.62559
C 1.35007 0.49199 0.49778
C -0.81807 -0.30172 0.63967
C 0.16119 -1.46075 0.31193
H 1.22728 -0.70203 -1.58502
H 2.42055 0.14121 0.86853
H 1.64902 1.53728 0.22622
H 0.30706 0.24036 2.07535
H -1.65987 -0.20478 1.24285
H 0.74312 -2.02690 1.06949
H -0.21802 -2.36913 -0.42417
N 0.19860 0.59423 1.24363
O -1.26202 1.01695 -1.55902
```

Molar mass   97.12 g/mol
Kohn-Sham gap   9.911 eV
Strongest force on any atom   6.449 eV Å⁻¹
Total energy   -8832.0231 eV
ΔE to the lowest compared entry with this formula, charge and spin   4.180 eV
Spin multiplicity   1

***

(4)
Computed, not measured: the molecule C5H7NO, with wB97M-V/def2-TZVPD.

XYZ file:
```
14
Properties=species:S:1:pos:R:3
C -1.02659 0.35275 -1.40101
N -0.22948 1.27064 -1.03764
C 0.62487 1.03550 0.11092
C -0.19728 0.61224 1.41049
C 0.63749 -0.34584 0.64644
C 0.18332 -1.32072 -0.38559
O -1.04674 -0.93449 -0.98298
H -1.83634 0.53809 -2.10759
H 1.54592 1.61819 0.03129
H -1.26369 0.72333 1.22902
H 0.02802 0.64704 2.48596
H 1.54918 -0.62524 1.16646
H 0.05200 -2.34061 -0.03059
H 0.97934 -1.23088 -1.13517
```

Molar mass   97.12 g/mol
SMILES   C1=N[C@H]2C[C@H]2CO1
Kohn-Sham gap   10.031 eV
Strongest force on any atom   1.127 eV Å⁻¹
Total energy   -8834.1064 eV
ΔE to the lowest compared entry with this formula, charge and spin   2.096 eV
Spin multiplicity   1

***

(5)
Computed, not measured: the molecule C5H7NO, with wB97M-V/def2-TZVPD.

XYZ file:
```
14
Properties=species:S:1:pos:R:3
O 1.66722 1.80651 -1.12460
C 1.17833 0.79087 -0.73348
C 1.53441 -0.33707 0.27345
N 0.19774 -0.97436 0.06370
C -0.88630 -0.53101 0.92678
C -1.34816 0.48701 -0.13317
C -0.14064 0.04048 -0.98608
H 1.97785 -1.20962 -0.14460
H 1.91108 -0.08605 1.28229
H -0.52990 -0.12133 1.87702
H -1.58872 -1.34706 1.13857
H -1.34244 1.53337 0.16572
H -2.30455 0.23925 -0.59027
H -0.32592 -0.29100 -2.01533
```

Molar mass   97.12 g/mol
SMILES   O=C1CN2CC[C@@H]12
Kohn-Sham gap   10.025 eV
Strongest force on any atom   2.396 eV Å⁻¹
Total energy   -8833.3213 eV
ΔE to the lowest compared entry with this formula, charge and spin   2.881 eV
Spin multiplicity   1

***

(6)
Computed, not measured: the molecule C5H7NO, with wB97M-V/def2-TZVPD.

XYZ file:
```
14
Properties=species:S:1:pos:R:3
C -0.69132 1.62787 0.80559
C -0.44767 0.34047 0.11863
O -1.52375 -0.22188 -0.54783
C -1.04528 -1.32116 -1.12177
C 0.29364 -1.51810 -0.93151
C 0.66429 -0.41693 -0.04692
N 1.91993 -0.17486 0.53829
H 0.27022 2.11899 0.98565
H -1.29629 2.28863 0.17371
H -1.21034 1.49593 1.76035
H -1.70331 -1.92340 -1.73171
H 0.41591 -1.46724 -2.02934
H 2.49875 -1.00458 0.53800
H 1.85521 0.17625 1.48887
```

Molar mass   97.12 g/mol
SMILES   Cc1occc1N
Kohn-Sham gap   9.022 eV
Strongest force on any atom   2.310 eV Å⁻¹
Total energy   -8833.7428 eV
ΔE to the lowest compared entry with this formula, charge and spin   2.460 eV
Spin multiplicity   1

***

(7)
Computed, not measured: the molecule C5H7NO, with wB97M-V/def2-TZVPD.

XYZ file:
```
14
Properties=species:S:1:pos:R:3
O 2.77347 -0.58916 0.62364
C 2.03207 -0.40716 -0.55589
C 0.59015 -0.02463 -0.37989
C -0.18040 0.06197 0.70066
C -1.38576 0.79492 0.63578
C -2.15883 0.16721 -0.43385
N -2.76332 0.13218 0.77026
H 2.63546 0.19093 1.17511
H 2.47364 0.37639 -1.19811
H 2.11604 -1.34787 -1.11275
H -1.40323 1.85177 0.87009
H -1.94663 -0.74021 -0.99729
H 0.08388 0.31629 -1.30949
H -2.86653 -0.78264 1.21173
```

Molar mass   97.12 g/mol
Kohn-Sham gap (alpha / beta)   8.789 / 7.370 eV
Strongest force on any atom   1.133 eV Å⁻¹
Total energy   -8829.5441 eV
ΔE to the lowest compared entry with this formula, charge and spin   6.659 eV
Spin multiplicity   1

***

(8)
Computed, not measured: the molecule C5H7NO, with wB97M-V/def2-TZVPD.

XYZ file:
```
14
Properties=species:S:1:pos:R:3
O 2.34514 -0.20104 0.23320
C 1.27243 0.38414 -0.42384
C 0.11701 -0.57262 -0.83816
C -0.41845 -1.13251 0.45074
C -1.77919 -0.60335 0.23150
N -0.87089 0.42618 -0.35849
C 0.19373 1.09814 0.47085
H 1.94575 -0.90529 0.77120
H 1.66255 1.00697 -1.23651
H -0.01634 -1.04738 -1.81133
H 0.22617 0.61593 1.43445
H -2.40206 -1.01547 -0.56033
H -2.36340 -0.23511 1.08272
H 0.08754 2.18139 0.55401
```

Molar mass   97.12 g/mol
Kohn-Sham gap   8.495 eV
Strongest force on any atom   0.764 eV Å⁻¹
Total energy   -8830.0016 eV
ΔE to the lowest compared entry with this formula, charge and spin   6.201 eV
Spin multiplicity   1

***

(9)
Computed, not measured: the molecule C5H7NO, with wB97M-V/def2-TZVPD.

XYZ file:
```
14
Properties=species:S:1:pos:R:3
C -1.73651 1.11952 -0.11436
N -0.91404 0.74059 0.78561
C -0.50388 -0.62925 0.77026
C 0.99285 -0.72442 0.68846
C 1.56297 -0.06270 -0.49421
C 0.90559 0.40919 -1.52729
O 0.43266 0.80226 -2.49349
H -2.09384 2.14339 -0.09659
H -2.18911 0.48788 -0.86559
H -0.96834 -1.17584 -0.05290
H -0.82085 -1.09894 1.69461
H 1.27742 -1.76791 0.71861
H 1.42104 -0.25042 1.56252
H 2.63403 0.00664 -0.57563
```

Molar mass   97.12 g/mol
SMILES   C=NCCC=C=O
Kohn-Sham gap   9.554 eV
Strongest force on any atom   1.984 eV Å⁻¹
Total energy   -8834.1892 eV
ΔE to the lowest compared entry with this formula, charge and spin   2.014 eV
Spin multiplicity   1